Computed, not measured: one molecule with the formula C4H5NO, with ωB97M-V with the def2-TZVPD basis set.

Last column: Löwdin charge in e.
Positions of all 11 atoms, in Å:
C (-1.6609, -0.3303, -0.0667)  -0.0407
C (-0.1933, -0.0530, -0.0359)  -0.3367
C (0.4718, 1.0828, 0.2758)  -0.0645
O (1.8126, 0.8332, 0.1939)  0.0248
C (1.8820, -0.4605, -0.1654)  -0.2035
N (0.7432, -1.0431, -0.3236)  0.1280
H (-1.8401, -1.3654, 0.2359)  0.0784
H (-2.0803, -0.1994, -1.0702)  0.0786
H (-2.1999, 0.3317, 0.6172)  0.0773
H (0.1821, 2.0793, 0.5712)  0.1263
H (2.8701, -0.8877, -0.2602)  0.1319

Calculated values
SMILES	Cc1cocn1
highest occupied orbital energy	-9.23	eV
E	-285.40190	hartree